Run A
ORCA calculation (the ωB97M-V functional and the def2-TZVPD basis) on C9H14N2O7 in the gas phase.

## Properties
Gap between HOMO and LUMO ... 10.081 eV
HOMO level ... -9.67 eV
Structure (SMILES) ... N[C@@H](CC(=O)O)C(=O)N[C@@H](CCC(=O)O)C(=O)O

CARTESIAN COORDINATES (ANGSTROEM)
1 N -2.3614 2.3262 1.0486
2 C -2.4603 0.8253 0.8511
3 C -3.6971 0.5150 0.0156
4 C -3.6922 -0.9818 -0.2624
5 O -2.9368 -1.6608 0.4426
6 O -4.6243 -1.3422 -1.1640
7 C -1.2331 0.4012 -0.0624
8 O -1.1499 0.9030 -1.1750
9 N -0.2346 -0.4332 0.4555
10 C 0.9315 -0.9102 -0.2507
11 C 1.9515 0.1047 -0.8543
12 C 2.9007 0.7930 0.1472
13 C 4.3630 0.3987 0.0343
14 O 4.8311 -0.6800 -0.1261
15 O 5.1282 1.5639 -0.1984
16 C 1.7029 -2.0305 0.4268
17 O 1.2989 -2.6187 1.3433
18 O 2.8133 -2.3595 -0.1774
19 H -2.8899 2.6101 1.8442
20 H -2.9184 2.7747 0.2906
21 H -2.2669 0.3845 1.7888
22 H -4.6721 0.5617 0.5929
23 H -3.9714 1.0715 -0.8040
24 H -4.7182 -2.2944 -1.1379
25 H -0.7629 -1.2935 0.8464
26 H 0.4590 -1.3831 -1.1427
27 H 2.4516 -0.2823 -1.7959
28 H 1.3322 0.9304 -1.3678
29 H 2.5099 0.5208 1.1701
30 H 2.8163 1.8528 0.1996
31 H 6.0853 1.3517 -0.1595
32 H 3.0141 -1.6187 -0.8190

=====

Run B
ORCA calculation (the ωB97M-V functional and the def2-TZVPD basis) on C9H14N2O7 in the gas phase.

## Properties
Gap between HOMO and LUMO ... 9.865 eV
HOMO level ... -9.51 eV
Structure (SMILES) ... N[C@@H](CCC(=O)O)C(=O)N[C@@H](CC(=O)O)C(=O)O

CARTESIAN COORDINATES (ANGSTROEM)
1 N -0.0966 3.2941 0.9647
2 C -0.5517 1.9082 0.9558
3 C -2.0664 2.0028 0.6577
4 C -2.8668 0.7123 0.4990
5 C -2.8242 -0.0989 1.7327
6 O -1.9228 -0.7881 2.0641
7 O -3.9257 0.1674 2.4589
8 C 0.2545 1.1156 -0.1275
9 O 0.8137 1.6854 -1.0388
10 N 0.2399 -0.2155 -0.0415
11 C 0.9594 -1.0801 -0.9990
12 C 2.4154 -1.3859 -0.6148
13 C 3.2673 -0.1792 -0.8764
14 O 3.8507 0.5056 -0.0938
15 O 3.4801 -0.0440 -2.1980
16 C 0.0774 -2.3303 -1.1798
17 O 0.2623 -3.1286 -2.0528
18 O -0.9718 -2.4184 -0.3330
19 H -0.1136 3.6152 0.0137
20 H 0.8736 3.3292 1.2573
21 H -0.3106 1.4841 1.9303
22 H -2.5332 2.6857 1.4038
23 H -2.1606 2.5741 -0.2622
24 H -2.3903 0.1391 -0.2727
25 H -3.9457 0.8850 0.2015
26 H -3.8334 -0.3366 3.3317
27 H -0.2329 -0.7021 0.7318
28 H 0.9740 -0.5960 -1.9753
29 H 2.7718 -2.2241 -1.2348
30 H 2.5325 -1.6742 0.4356
31 H 4.0603 0.7506 -2.2847
32 H -1.3759 -3.3025 -0.4768

=====

Most favorable structure: run B. The second most favorable one is 0.0818 hartree above it.

=====

Run A
ORCA calculation (the ωB97M-V functional and the def2-TZVPD basis) on 2 unconnected molecules or ions with the total composition C2H9N2O2.

## Properties
Gap between HOMO and LUMO ... 10.485 eV
HOMO level ... -14.06 eV
Net charge ... +1

CARTESIAN COORDINATES (ANGSTROEM)
1 N -0.0068 -2.2024 0.0685
2 C 0.3070 -0.7385 0.5163
3 C -0.7751 0.1503 -0.1912
4 N -0.7181 1.5093 -0.3614
5 O -1.6608 -0.4013 -0.7997
6 H -1.1153 -2.3608 -0.0527
7 H 0.3183 -2.2336 -0.9861
8 H 0.3698 -2.9285 0.5964
9 H 1.2977 -0.4272 0.1334
10 H 0.2564 -0.6483 1.5952
11 H 0.0786 1.9685 0.0399
12 H -1.2721 2.1018 -1.0901
13 H 2.8791 1.6345 0.1103
14 H 2.1724 2.0967 1.4801
15 O 2.0231 1.5486 0.5838

=====

Run B
ORCA calculation (the ωB97M-V functional and the def2-TZVPD basis) on 2 unconnected molecules or ions with the total composition C2H9N2O2.

## Properties
Gap between HOMO and LUMO ... 11.243 eV
HOMO level ... -14.66 eV
Net charge ... +1

CARTESIAN COORDINATES (ANGSTROEM)
1 N 1.8608 -0.7477 -0.8539
2 C 0.5120 -0.6019 -0.2770
3 C 0.6600 0.5458 0.7286
4 N -0.4517 1.1164 1.1857
5 O 1.7993 0.8348 1.0485
6 H 2.5061 -0.5063 -0.0805
7 H 2.0408 -1.6634 -1.2548
8 H 2.0543 -0.0208 -1.5490
9 H 0.2439 -1.5109 0.2461
10 H -0.2359 -0.4401 -1.0448
11 H -1.3403 0.7618 0.8517
12 H -0.3188 1.8279 1.8920
13 H -3.2163 0.8627 -0.5702
14 H -3.3943 -0.5244 0.0185
15 O -2.7198 0.0661 -0.3410

=====

Most favorable structure: run B. The second most favorable one is 0.0499 hartree above it.

=====

Run A
ORCA calculation (the ωB97M-V functional and the def2-TZVPD basis) on C5H13N3 in the gas phase.

## Properties
Gap between HOMO and LUMO (spin up / spin down) ... 8.604 / 7.959 eV
HOMO level (spin up / spin down) ... -7.83 / -7.45 eV

CARTESIAN COORDINATES (ANGSTROEM)
1 C -0.5181 0.1492 -1.4659
2 C -1.9407 0.2169 -1.5418
3 C 0.2926 -2.0555 -0.7984
4 N -0.1958 -0.7523 -0.3609
5 H -0.0237 -0.1254 -2.4026
6 H 0.1437 1.1351 -1.0912
7 H -2.4829 -0.1347 -2.4073
8 H -2.5273 0.5092 -0.6829
9 H 1.3073 -2.0024 -1.2187
10 H -0.3836 -2.4357 -1.5614
11 H 0.3049 -2.7528 0.0409
12 C -0.3094 0.2515 1.8949
13 N 1.3776 2.1775 0.7467
14 C 0.6205 -0.0990 0.7328
15 N 1.3885 0.9461 0.1466
16 H 2.3050 2.5792 0.7160
17 H 0.9730 2.2949 1.6730
18 H 1.3170 -0.8924 1.0275
19 H 0.2489 0.5989 2.7679
20 H -1.0224 1.0238 1.6032
21 H -0.8752 -0.6321 2.1814

=====

Run B
ORCA calculation (the ωB97M-V functional and the def2-TZVPD basis) on 2 unconnected molecules or ions with the total composition C5H13N3.

## Properties
Gap between HOMO and LUMO ... 10.221 eV
HOMO level ... -9.49 eV
Structure (SMILES) ... C/N=C\N.C=CCN

CARTESIAN COORDINATES (ANGSTROEM)
1 C 1.5699 -2.4765 1.6978
2 N 0.2038 -1.9577 1.7919
3 C 0.0826 -0.7330 2.0255
4 N 1.1519 0.1840 2.3335
5 H 2.0552 -2.0998 0.7970
6 H 1.5502 -3.5605 1.6418
7 H 2.1815 -2.1657 2.5453
8 H -0.9053 -0.2668 1.9944
9 H 1.0922 1.0330 1.7728
10 H 0.9782 0.5067 3.2795
11 C -0.5163 0.3797 -3.5161
12 C -1.0641 0.3965 -2.3059
13 C -0.5819 1.2482 -1.1809
14 N -1.6651 2.1046 -0.6681
15 H -0.8958 -0.2712 -4.2886
16 H 0.3344 1.0167 -3.7241
17 H -1.9433 -0.2152 -2.1218
18 H -0.1646 0.6422 -0.3680
19 H 0.2098 1.9097 -1.5359
20 H -1.3293 2.7848 0.0005
21 H -2.3439 1.5404 -0.1706

=====

Run C
ORCA calculation (the ωB97M-V functional and the def2-TZVPD basis) on 2 unconnected molecules or ions with the total composition C5H13N3.

## Properties
Gap between HOMO and LUMO ... 8.441 eV
HOMO level ... -7.39 eV
Structure (SMILES) ... C=C(C)N.N/C=C/N

CARTESIAN COORDINATES (ANGSTROEM)
1 C 2.0399 -1.3957 -0.1642
2 C 0.7688 -1.7863 -0.3038
3 C 0.3802 -3.2362 -0.1933
4 N -0.2795 -0.8641 -0.4293
5 H 2.2820 -0.3453 -0.2139
6 H 2.7630 -2.1614 0.0726
7 H -0.1698 -3.5242 -1.0935
8 H -0.2646 -3.4046 0.6692
9 H 1.2543 -3.8787 -0.1125
10 H -1.1580 -1.3186 -0.6420
11 H -0.4390 -0.2207 0.3403
12 N -0.6402 1.5177 1.9323
13 C -1.1072 1.8853 0.6390
14 C -0.3565 2.5343 -0.2432
15 N -0.7734 2.8790 -1.5392
16 H -1.3892 1.4635 2.6078
17 H 0.0621 2.1428 2.3023
18 H -2.1729 1.7932 0.4587
19 H 0.6819 2.7197 0.0077
20 H -1.4756 2.2532 -1.9057
21 H -0.0062 2.9473 -2.1891

=====

Most favorable structure: run C. The second most favorable one is 0.0163 hartree above it.

=====

Run A
ORCA calculation (the ωB97M-V functional and the def2-TZVPD basis) on C3H3NO in the gas phase.

## Properties
Gap between HOMO and LUMO ... 11.954 eV
HOMO level ... -11.18 eV
Structure (SMILES) ... N#C[C@@H]1CO1

CARTESIAN COORDINATES (ANGSTROEM)
1 N -2.2779 0.0692 -0.2163
2 C -1.1444 -0.0061 0.0812
3 C 0.2359 -0.0836 0.5099
4 C 1.3141 0.6242 -0.1433
5 O 1.2613 -0.7213 -0.3130
6 H 0.2869 -0.2646 1.6350
7 H 1.9827 1.1000 0.6678
8 H 1.1514 1.2435 -0.9714

=====

Run B
ORCA calculation (the ωB97M-V functional and the def2-TZVPD basis) on a molecular structure, C3H3NO.

## Properties
Gap between HOMO and LUMO ... 11.317 eV
HOMO level ... -11.47 eV

CARTESIAN COORDINATES (ANGSTROEM)
1 C -2.7262 -0.3747 -0.0193
2 C -1.3011 0.8807 0.0517
3 C 0.0297 0.2427 0.0063
4 N -3.7431 -0.8962 -0.0272
5 O -1.6337 2.0116 0.0049
6 H 0.4693 -0.0274 -0.9633
7 H 0.0534 -0.6673 0.4598
8 H 0.7024 0.8554 0.5219

=====

Run C
ORCA calculation (the ωB97M-V functional and the def2-TZVPD basis) on C3H3NO in the gas phase.

## Properties
Gap between HOMO and LUMO ... 9.361 eV
HOMO level ... -8.81 eV
Structure (SMILES) ... Nc1cc1=O

CARTESIAN COORDINATES (ANGSTROEM)
1 N 1.3689 -0.4527 0.4250
2 C 0.0949 -0.1948 0.0288
3 C -1.1124 -0.3598 -0.5676
4 C -0.8730 0.9131 -0.0525
5 O -1.0221 2.1794 -0.1111
6 H 1.7034 -1.4211 0.4401
7 H 1.7770 0.4128 0.6932
8 H -1.9366 -1.0769 -0.8559

=====

Most favorable structure: run B. The second most favorable one is 0.0076 hartree above it.

=====

Run A
ORCA calculation (the ωB97M-V functional and the def2-TZVPD basis) on C3H2N4O in the gas phase.

## Properties
Gap between HOMO and LUMO ... 9.471 eV
HOMO level ... -9.77 eV
Structure (SMILES) ... c1non2cnnc12

CARTESIAN COORDINATES (ANGSTROEM)
1 C 1.5609 0.0654 0.6057
2 N 1.2845 1.3968 0.7427
3 O -0.0590 1.6049 0.4672
4 N -0.4246 0.5369 -0.1894
5 C -1.5029 0.0099 -0.7595
6 N -1.2357 -1.3189 -0.7746
7 N -0.0855 -1.7741 -0.3484
8 C 0.3868 -0.6562 0.2258
9 H 2.3454 -0.3063 1.2169
10 H -2.2700 0.4415 -1.1866

=====

Run B
ORCA calculation (the ωB97M-V functional and the def2-TZVPD basis) on C3H2N4O in the gas phase.

## Properties
Gap between HOMO and LUMO ... 8.794 eV
HOMO level ... -9.72 eV
Structure (SMILES) ... c1[nH]nc2onnc12

CARTESIAN COORDINATES (ANGSTROEM)
1 C -0.7957 0.9119 0.0357
2 N -1.5598 -0.1677 -0.2914
3 N -0.8125 -1.3859 0.0592
4 C 0.3774 -0.7970 0.3122
5 O 1.5601 -1.3372 -0.1279
6 N 2.6188 -0.1614 -0.1076
7 N 1.8352 0.8322 -0.0459
8 C 0.5060 0.5816 0.3639
9 H -1.1326 1.9354 -0.4746
10 H -2.5969 -0.4118 0.2763

=====

Most favorable structure: run B. The second most favorable one is 0.0046 hartree above it.